Formula: C5H12S
Source: OMol25
Level of theory: ωB97M-V with the def2-TZVPD basis set

Each line ends with the Löwdin charge.
Atoms and positions in Å:
C -2.06 1.49 -2.47  -0.52
S -2.99 0.06 -2.55  0.75
C -2.32 -1.02 -1.28  -0.44
H -1.75 1.53 -3.54  0.02
H -2.78 2.26 -2.20  0.01
H -1.07 1.70 -1.95  0.08
H -1.80 -1.89 -1.57  0.00
H -3.26 -1.49 -0.85  0.03
H -2.00 -0.39 -0.42  0.05
C 2.17 -1.17 1.00  -0.10
C 2.67 -0.09 2.13  -0.20
C 1.87 0.87 2.80  -0.04
H 2.88 -2.02 1.00  0.06
H 2.28 -0.75 -0.01  0.06
H 1.14 -1.31 1.14  0.03
H 3.55 -0.48 2.72  0.09
H 2.61 1.78 2.91  0.08
H 0.85 0.94 3.14  0.03

Results
LUMO energy = 0.0244 Ha
HOMO level = -8.25 eV
F_max = 5.181 eV/A
Structure (SMILES) = C=CC.CSC
Relative energy (zero: lowest compared OMol25 entry of this formula, charge and spin) = 96.6 kcal per mole